## one
C5H9P | wB97M-V/def2-TZVPD

Each line ends with the Löwdin charge.
Geometry (Å):
C  -1.42469  -0.79375  0.62226  -0.30
C  -1.33160  1.36303  -1.30896  -0.28
C  -2.14129  -1.36008  1.58576  -0.10
C  1.35178  -1.21404  0.15748  -0.13
C  0.99244  0.31988  -0.19833  -0.39
P  -0.72996  0.66390  0.06802  0.80
H  -2.26859  1.87302  -1.63419  0.01
H  -0.51326  1.46330  -2.04480  -0.02
H  -2.20808  -2.47299  1.54772  0.06
H  -2.93865  -1.05063  2.22232  0.03
H  2.33061  -1.60854  -0.16843  0.07
H  1.18214  -1.32425  1.21608  0.05
H  0.47695  -1.71745  -0.33916  0.06
H  1.14285  0.55513  -1.25136  0.06
H  1.62283  1.05987  0.36581  0.08

Calculated values
SMILES   C=C=P(=C)CC
HOMO energy (alpha / beta)   -0.27383 / -0.27360 Ha
Lowest unoccupied orbital energy (alpha / beta)   -0.2 / -0.3 eV
Frontier orbital gap (alpha / beta)   7.2 / 7.2 eV

## two
C5H9P | wB97M-V/def2-TZVPD

Each line ends with the Löwdin charge.
Geometry (Å):
C  -1.05071  1.35219  1.28471  -0.25
C  1.88497  -0.50772  0.94156  -0.27
C  0.68314  -1.10436  0.27636  -0.28
C  1.36499  0.29100  -0.15471  -0.33
C  -1.58715  -0.03471  -1.21007  -0.18
P  -0.38210  0.38326  0.13573  0.74
H  -2.05358  1.34280  1.40954  -0.06
H  -0.38315  1.83660  1.98615  -0.01
H  1.83294  -0.12812  1.91690  0.06
H  2.85513  -1.16944  0.95326  0.14
H  0.78530  -2.58152  -0.74668  0.19
H  1.74237  0.72735  -1.11766  0.12
H  -1.21926  -0.96653  -1.53199  -0.01
H  -2.61220  -0.05478  -0.79674  0.06
H  -1.40746  0.72210  -2.06492  0.08

Calculated values
HOMO energy   -0.27655 Ha
Lowest unoccupied orbital energy   0.1 eV
Frontier orbital gap   7.6 eV

## three
C5H9P | wB97M-V/def2-TZVPD

Each line ends with the Löwdin charge.
Geometry (Å):
C  -0.39220  0.12683  -0.34191  -0.24
C  0.85980  0.42270  2.52927  -0.26
C  -0.64008  1.00077  -1.29440  -0.30
C  -1.89029  0.89974  -2.11122  -0.13
C  1.36392  -1.76517  0.74180  -0.27
P  0.83950  -0.00950  0.88292  0.84
H  0.71313  1.44757  2.80633  -0.03
H  1.34692  -0.24161  3.21643  -0.02
H  0.02360  1.81071  -1.58453  0.09
H  -2.43586  1.84263  -2.06656  0.07
H  -2.53015  0.10405  -1.73567  0.07
H  -1.65138  0.70167  -3.15462  0.07
H  1.18305  -2.29209  1.67510  0.04
H  2.42391  -1.82795  0.49858  0.03
H  0.78614  -2.22035  -0.06152  0.03

Calculated values
SMILES   C=P(C)=C=CC
HOMO energy (alpha / beta)   -0.27756 / -0.27758 Ha
Lowest unoccupied orbital energy (alpha / beta)   -0.2 / -0.2 eV
Frontier orbital gap (alpha / beta)   7.4 / 7.4 eV

The most stable of them is three.

## one
C6H10NO2 | wB97M-V/def2-TZVPD

Each line ends with the Löwdin charge.
Geometry (Å):
C  -3.75311  0.02669  0.07609  -0.09
C  -2.58353  -0.58402  -0.12937  -0.12
C  0.83189  1.20737  -0.53726  -0.10
C  0.43025  0.12844  0.11259  -0.12
C  0.59175  2.59064  -0.05992  -0.06
C  1.46961  -2.04522  0.57144  0.01
N  0.65893  -1.23232  -0.36338  0.00
O  -4.35448  0.95297  0.43907  0.23
O  -2.05190  -1.58391  -0.50628  0.09
H  1.36292  1.11892  -1.47726  0.12
H  -0.08297  0.17472  1.06050  0.13
H  1.54243  3.05919  0.19790  0.10
H  -0.05658  2.60685  0.81239  0.09
H  0.14719  3.18439  -0.85678  0.09
H  2.43511  -1.56931  0.73085  0.11
H  0.95493  -2.12734  1.52634  0.11
H  1.62375  -3.04283  0.16590  0.11
H  -0.28953  -1.66600  -0.48419  0.12
H  1.12334  -1.19920  -1.27861  0.19

Calculated values
Charge   +1
HOMO energy (alpha / beta)   -0.47247 / -0.47254 Ha
Lowest unoccupied orbital energy (alpha / beta)   -5.4 / -5.4 eV
Frontier orbital gap (alpha / beta)   7.4 / 7.4 eV

## two
C6H10NO2 | wB97M-V/def2-TZVPD

Each line ends with the Löwdin charge.
Geometry (Å):
C  -0.08372  0.61577  -0.95347  -0.40
C  -1.47609  0.84799  -0.61803  -0.01
C  1.54933  -1.51450  -0.51198  -0.08
C  0.16823  -1.99490  -0.10121  -0.03
C  -2.43795  1.73665  -1.20150  -0.08
C  0.56684  -0.51486  -0.09801  -0.39
N  0.78586  0.15770  1.22180  0.22
O  0.53820  1.16281  -1.82559  0.12
O  -3.64548  1.85836  -0.64350  0.06
H  -1.71616  0.41828  0.30773  0.08
H  1.63115  -0.39431  1.75177  0.25
H  2.36313  -1.96698  0.10617  0.13
H  1.85427  -1.36938  -1.56913  0.14
H  -0.50253  -2.60217  -0.84545  0.16
H  0.21367  -2.44272  0.92971  0.12
H  -2.07973  2.48963  -1.99335  0.17
H  -0.02627  0.15388  1.96249  0.22
H  1.06845  1.10332  1.06472  0.15
H  -4.19404  2.56984  -1.08688  0.16

Calculated values
Charge   +1
SMILES   [NH3+]C1(C(=O)/C=C/O)CC1
HOMO energy   -0.47458 Ha
Lowest unoccupied orbital energy   -3.9 eV
Frontier orbital gap   9.0 eV

The most stable of them is two.

## one
C6H8N4 | wB97M-V/def2-TZVPD

Each line ends with the Löwdin charge.
Geometry (Å):
C  1.07941  1.50681  0.57189  -0.15
C  0.46173  0.23780  0.13739  -0.42
C  1.06619  -0.26797  -1.18520  -0.14
C  -1.21884  -0.10794  -1.54594  -0.20
C  -1.04144  0.35059  -0.06424  -0.19
C  -1.53112  -0.74323  0.94599  -0.15
H  1.84739  -1.00326  -0.99271  0.12
H  1.42505  0.62407  -1.73756  0.13
H  0.08557  -1.22551  -2.71427  0.14
H  -2.14397  -0.67491  -1.72206  0.12
H  -1.21451  0.77544  -2.19436  0.12
H  -1.45322  1.35289  0.08805  0.14
H  -2.16995  -0.34887  1.76574  0.12
H  -2.03491  -1.57124  0.41481  0.12
N  1.57545  2.50086  0.90906  0.16
N  -0.08720  -0.95651  -1.72781  -0.06
N  -0.36567  -1.29293  1.59573  0.03
N  0.70070  -0.79212  1.21344  0.10

Calculated values
SMILES   N#C[C@]12CNC[C@H]1CN=N2
HOMO energy   -0.35689 Ha
Lowest unoccupied orbital energy   0.6 eV
Frontier orbital gap   10.3 eV

## two
C6H8N4 | wB97M-V/def2-TZVPD

Each line ends with the Löwdin charge.
Geometry (Å):
C  -0.64701  -2.27982  0.20256  -0.06
C  1.75659  0.81666  0.29648  -0.13
C  0.47908  -1.41995  -0.08666  -0.29
C  2.48744  -0.46346  -0.03953  -0.18
C  0.03500  -0.12726  -0.64687  -0.18
C  -2.20994  0.75180  0.37864  -0.10
N  -1.71506  -1.58305  0.17752  0.05
N  0.56477  0.98788  0.01149  0.10
N  1.67231  -1.61187  0.27708  0.12
N  -1.60287  -0.37181  -0.26921  -0.16
H  -0.53295  -3.19738  0.60419  0.08
H  2.24213  1.64833  0.69871  0.10
H  2.53505  -0.39158  -1.08903  0.11
H  3.40019  -0.31059  0.57138  0.12
H  -0.03148  0.01339  -1.76929  0.18
H  -1.73356  0.82646  1.36538  0.07
H  -2.07746  1.67984  -0.16578  0.07
H  -3.36702  0.66436  0.58961  0.12

Calculated values
SMILES   CN1N=CC2=NCC=N[C@@H]21
HOMO energy   -0.30299 Ha
Lowest unoccupied orbital energy   0.6 eV
Frontier orbital gap   8.9 eV

## three
C6H8N4 | wB97M-V/def2-TZVPD

Each line ends with the Löwdin charge.
Geometry (Å):
C  -2.17349  -0.80642  -0.40398  -0.07
C  0.93285  -1.46060  0.37991  -0.07
C  -1.51256  -1.89406  -0.03510  -0.08
C  1.73226  -0.22678  -0.17177  -0.35
C  -1.46925  0.59816  -0.70047  -0.16
C  1.06484  1.02290  -0.42345  -0.01
N  -0.25459  -1.85144  0.27521  0.07
N  2.96725  -0.53689  -0.26540  0.12
N  -0.28845  0.98680  0.00610  -0.25
N  -0.51136  1.00619  1.40692  0.07
H  -3.24046  -0.78195  -0.55422  0.07
H  1.63799  -2.10019  0.90296  0.11
H  -1.25415  0.61762  -1.77011  0.12
H  -2.27050  1.31007  -0.47520  0.10
H  1.24460  1.51416  -1.36742  0.10
H  3.61118  0.22410  -0.43743  0.05
H  -0.38698  1.95954  1.74802  0.09
H  0.17083  0.41880  1.88544  0.08

Calculated values
HOMO energy (alpha / beta)   -0.27541 / -0.31204 Ha
Lowest unoccupied orbital energy (alpha / beta)   -1.2 / -0.2 eV
Frontier orbital gap (alpha / beta)   6.3 / 8.2 eV

The most stable of them is one.

## one
C5H7Br | wB97M-V/def2-TZVPD

Each line ends with the Löwdin charge.
Geometry (Å):
C  0.62970  -0.11771  0.92736  -0.24
C  0.85906  -0.76302  2.03590  0.04
C  1.02295  0.68214  -0.22945  -0.13
C  -1.35476  -0.28672  -1.31855  -0.55
C  -0.45013  0.31281  -0.12005  -0.26
Br  -0.97791  0.67004  -2.96808  0.60
H  0.09121  -1.32322  2.54576  0.06
H  1.83725  -0.74460  2.49070  0.06
H  1.31533  1.71698  -0.09740  0.11
H  1.60781  0.18261  -0.99349  0.11
H  -1.15034  -1.33905  -1.50267  0.05
H  -2.39916  -0.12275  -1.07272  0.04
H  -1.03100  1.13247  0.30268  0.12

Calculated values
SMILES   C=C1C[C@H]1CBr
HOMO energy   -0.36321 Ha
Lowest unoccupied orbital energy   0.9 eV
Frontier orbital gap   10.8 eV

## two
C5H7Br | wB97M-V/def2-TZVPD

Each line ends with the Löwdin charge.
Geometry (Å):
C  0.48983  0.96285  -1.86897  -0.01
C  1.47033  0.12175  -1.75626  -0.77
C  0.52237  0.21299  -0.57846  -0.31
C  -0.73943  -1.35671  -0.35662  0.06
C  0.97828  0.73050  0.80768  -0.08
Br  3.00896  -0.69651  -2.16903  0.81
H  -0.10745  1.53840  -2.52775  0.09
H  -0.12019  -2.17739  -0.26903  0.00
H  -1.22221  -1.31370  -1.28899  0.02
H  -1.14642  -1.13553  0.57247  0.00
H  2.03563  0.33242  1.10928  0.11
H  0.23512  0.48315  1.62561  0.08
H  1.03971  1.75725  0.90598  0.03

Calculated values
HOMO energy   -0.30941 Ha
Lowest unoccupied orbital energy   0.8 eV
Frontier orbital gap   9.2 eV

The most stable of them is one.